Record 1
{"formula": "C4H12O2", "method": "the ωB97M-V functional and the def2-TZVPD basis", "elements": ["C", "C", "C", "C", "H", "H", "H", "H", "H", "H", "H", "H", "O", "H", "H", "O", "H", "H"], "positions_angstrom": [[-0.080, 0.832, -0.946], [0.062, -0.100, 0.000], [-0.661, -0.010, 1.328], [0.779, -1.401, -0.283], [0.325, 0.665, -1.932], [-0.677, 1.713, -0.760], [-1.291, 0.855, 1.305], [0.054, 0.136, 2.135], [-1.164, -0.942, 1.502], [1.651, -1.518, 0.369], [1.046, -1.446, -1.338], [0.109, -2.229, -0.025], [-3.240, -0.557, -0.800], [-2.361, -0.173, -0.720], [-3.743, -0.597, 0.013], [3.361, 1.428, -0.145], [3.375, 2.247, 0.359], [2.454, 1.098, -0.061]], "molar_mass_g_mol": 92.14, "multiplicity": 1, "total_energy_ha": -310.05490, "smiles": "C=C(C)C.O.O"}

***

Record 2
{"formula": "C4H12O2", "method": "the ωB97M-V functional and the def2-TZVPD basis", "elements": ["C", "C", "C", "C", "H", "H", "H", "H", "H", "H", "H", "H", "O", "H", "H", "O", "H", "H"], "positions_angstrom": [[-0.216, 1.282, -1.514], [-0.170, 0.548, -0.407], [-0.083, 1.189, 0.944], [-0.252, -0.951, -0.450], [-0.320, 0.797, -2.476], [-0.156, 2.359, -1.450], [0.317, 2.197, 0.903], [0.606, 0.633, 1.596], [-1.066, 1.172, 1.435], [-0.589, -1.323, -1.425], [-1.008, -1.289, 0.252], [0.699, -1.389, -0.143], [-3.588, -1.897, -1.432], [-3.417, -1.816, -0.485], [-3.431, -2.821, -1.646], [4.255, 0.072, 2.145], [3.987, 0.689, 2.834], [4.430, 0.547, 1.319]], "molar_mass_g_mol": 92.14, "multiplicity": 1, "total_energy_ha": -310.05050, "smiles": "C=C(C)C.O.O"}

***

Record 3
{"formula": "C4H12O2", "method": "the ωB97M-V functional and the def2-TZVPD basis", "elements": ["C", "C", "C", "C", "O", "H", "H", "H", "H", "H", "H", "H", "H", "H", "H", "O", "H", "H"], "positions_angstrom": [[-3.116, -0.114, -1.033], [-1.722, 0.029, -1.693], [-0.578, 0.253, -0.675], [0.168, -0.947, -0.094], [1.059, -0.577, 0.913], [-3.215, -1.103, -0.626], [-3.925, -0.075, -1.667], [-3.233, 0.705, -0.263], [-1.463, -0.677, -2.409], [-1.808, 1.070, -2.243], [0.267, 0.830, -1.235], [-0.814, 0.900, 0.151], [0.699, -1.422, -0.978], [-0.541, -1.651, 0.435], [1.475, 0.338, 0.672], [3.487, 0.955, 2.125], [3.248, 1.832, 2.430], [4.428, 0.902, 2.398]], "molar_mass_g_mol": 92.14, "multiplicity": 1, "total_energy_ha": -310.03624, "smiles": "CCCCO.O"}

***

Record 4
{"formula": "C4H12O2S", "method": "the ωB97M-V functional and the def2-TZVPD basis", "elements": ["O", "C", "C", "C", "C", "S", "H", "H", "H", "H", "H", "H", "H", "H", "H", "H", "O", "H", "H"], "positions_angstrom": [[-1.141, 1.637, 2.194], [0.204, 1.375, 1.784], [0.401, -0.031, 1.222], [0.870, -0.064, -0.244], [0.975, -1.500, -0.761], [-0.254, -1.867, -2.117], [-1.652, 1.871, 1.420], [0.836, 1.636, 2.634], [0.513, 2.124, 1.036], [1.071, -0.596, 1.864], [-0.570, -0.534, 1.163], [0.240, 0.541, -0.899], [1.836, 0.427, -0.296], [0.872, -2.200, 0.063], [1.911, -1.648, -1.290], [0.611, -2.587, -2.893], [-2.621, 0.335, -1.483], [-1.918, 0.865, -1.048], [-2.182, 0.217, -2.350]], "molar_mass_g_mol": 124.20, "multiplicity": 1, "total_energy_ha": -708.23489, "smiles": "OCCCCS.O"}

***

Look up the multiplicity of the second one. 1

***

Which formula does entry 2 have? C4H12O2